Molecular formula: C5H12N3
Method: DFT, the ωB97M-V functional and the def2-TZVPD basis

Geometry as XYZ:
```
20
C5H12N3 the ωB97M-V functional and the def2-TZVPD basis
C 1.603 -0.644 -0.314
C 2.259 0.486 -0.058
C 2.071 -2.841 -1.371
N 2.382 -1.670 -0.957
H 0.564 -0.908 -0.215
H 3.263 0.620 -0.452
H 1.827 1.318 0.478
H 2.882 -3.477 -1.705
H 1.025 -3.119 -1.415
H 3.384 -1.518 -0.842
C -3.554 1.199 -0.202
N -2.486 1.529 0.752
C -1.308 0.904 0.641
N -0.382 0.995 1.557
H -4.364 1.913 -0.098
H -3.169 1.320 -1.220
H -3.897 0.178 -0.045
H -2.759 1.718 1.722
H -1.191 0.437 -0.344
H 0.201 0.156 1.582
```

The value obtained for the LUMO energy (alpha / beta) is -0.3117 / -0.4125 hartree. For the HOMO energy (alpha / beta), the calculation gives -18.75 / -18.74 eV. As for the total charge: +2. The calculation puts the energy above the lowest of the compared OMol25 structures with the same formula, charge and spin at 0.7882 eV. The multiplicity is 2.

***

Molecular formula: C5H12N3O
Method: DFT, the ωB97M-V functional and the def2-TZVPD basis

Geometry as XYZ:
```
21
C5H12N3O the ωB97M-V functional and the def2-TZVPD basis
C 2.373 -1.673 0.270
N 1.205 -0.839 0.063
N 1.063 0.186 0.847
C 0.208 1.109 0.693
N -0.631 1.120 -0.465
C -0.593 2.292 -1.321
C -1.121 -0.019 -0.882
O -1.489 -1.044 -0.183
C -1.663 -1.037 1.235
H 2.377 -2.462 -0.476
H 3.302 -1.104 0.208
H 2.308 -2.119 1.262
H 0.820 -0.841 -0.885
H 0.142 1.925 1.386
H 0.295 2.284 -1.956
H -1.482 2.335 -1.945
H -0.553 3.176 -0.684
H -1.385 -0.116 -1.937
H -2.161 -1.980 1.457
H -2.296 -0.200 1.532
H -0.717 -0.993 1.779
```

The value obtained for the LUMO energy is -0.1547 hartree. For the HOMO energy, the calculation gives -13.13 eV. As for the SMILES: CN/N=C\[N+](C)=C/OC. As for the total charge: +1. The calculation puts the energy above the lowest of the compared OMol25 structures with the same formula, charge and spin at 3.6074 eV. The multiplicity is 1.